Entry w
64
Properties=species:S:1:pos:R:3:mulliken_charge:R:1 method="wB97M-V/def2-TZVPD" smiles=OCCO.OCCO.OCCO.OCCO.CO.CO.CO.CO orbital_gap_ha=0.3551 lumo_ha=0.001 spin_multiplicity=1 total_charge=0
O 3.3830 -2.4223 0.2151 -0.527
C 4.5842 -1.8414 0.5355 -0.312
C 4.3278 -0.5530 1.3552 -0.374
O 3.6337 0.4895 0.5810 -0.502
H 2.7320 -1.7540 -0.0110 0.241
H 5.1418 -2.5643 1.1310 0.329
H 5.1724 -1.6964 -0.3707 0.258
H 5.3062 -0.0851 1.4647 0.349
H 3.7460 -0.8684 2.2213 0.132
H 2.6994 0.2692 0.5641 0.335
O 0.5882 1.6909 -2.3507 -0.373
C 0.6433 1.1785 -3.6471 -0.372
C -0.1801 -0.1209 -3.6676 -0.577
O -1.5649 -0.2027 -3.5411 -0.444
H 1.2045 2.4265 -2.3745 0.198
H 0.3937 1.9395 -4.3866 0.361
H 1.5374 0.6175 -3.9190 0.317
H 0.2199 -0.7382 -2.8632 0.053
H 0.1024 -0.7869 -4.4829 0.665
H -1.9455 -0.2059 -4.4224 0.215
O -1.3025 4.1962 0.4047 -0.582
C 0.0199 3.9852 0.9032 0.024
C 0.7938 5.2873 1.1410 -0.553
O 1.0865 5.8737 -0.2304 -0.548
H -1.7076 3.3469 0.2141 0.298
H 0.1115 3.3711 1.7991 0.278
H 0.5772 3.4894 0.1084 0.095
H 1.7543 5.2403 1.6540 0.345
H 0.1893 5.9493 1.7610 0.278
H 0.2180 5.8902 -0.6391 0.321
O -2.2653 1.4149 -1.1480 -0.294
C -3.5731 0.8771 -1.3393 -0.386
C -3.7320 -0.5590 -0.9564 -0.343
O -3.3478 -1.6018 -1.9156 -0.592
H -1.6388 0.9677 -1.7217 0.042
H -4.1568 1.5811 -0.7460 0.449
H -3.7652 0.8239 -2.4109 0.235
H -4.8174 -0.5949 -0.8638 0.463
H -3.3959 -0.7844 0.0557 -0.029
H -2.6248 -1.2645 -2.4496 0.476
C -2.3540 -2.7274 2.5542 -0.194
O -2.7575 -2.3079 3.8453 -0.541
H -1.4615 -3.3398 2.6834 0.294
H -3.1972 -3.3076 2.1794 0.391
H -2.1134 -1.9646 1.8137 -0.226
H -3.3564 -1.5600 3.7858 0.292
C -0.2322 -3.6307 -1.8763 -0.305
O 0.6154 -4.7836 -2.0344 -0.537
H -0.6580 -3.4586 -2.8649 0.256
H -1.0640 -3.6752 -1.1734 0.301
H 0.4339 -2.8304 -1.5541 -0.037
H -0.0392 -5.4851 -2.0024 0.306
C -0.0758 -0.3347 0.4408 -0.376
O 1.0588 -0.2806 -0.4426 -0.251
H 0.1108 -1.0833 1.2108 0.323
H -0.1198 0.6231 0.9592 0.247
H -0.9148 -0.6515 -0.1788 0.043
H 0.8424 0.3743 -1.1103 0.069
C 0.6247 -0.4145 4.9743 -0.482
O 1.9569 -0.0319 4.5575 -0.516
H -0.1834 0.3159 4.9345 0.309
H 0.2576 -0.9858 4.1217 0.084
H 0.4390 -1.0084 5.8693 0.337
H 2.0388 0.2864 3.6554 0.266

Entry x
64
Properties=species:S:1:pos:R:3:mulliken_charge:R:1 method="wB97M-V/def2-TZVPD" smiles=OCCO.OCCO.OCCO.OCCO.CO.CO.CO.CO orbital_gap_ha=0.3652 lumo_ha=0.008 spin_multiplicity=1 total_charge=0
O -3.2481 3.1448 3.8850 -0.575
C -2.9147 3.5765 2.5543 -0.153
C -1.3710 3.6876 2.5173 0.090
O -0.9488 4.4857 1.3949 -0.541
H -3.1124 2.1909 3.8255 0.328
H -3.2609 2.8671 1.8133 0.061
H -3.3313 4.5826 2.4676 0.372
H -0.9316 2.6743 2.4627 -0.183
H -0.9983 4.0960 3.4826 0.334
H -1.3896 5.3261 1.5113 0.316
O 0.8614 -4.0316 2.9468 -0.621
C 0.3779 -2.9629 2.1012 -0.052
C 0.2708 -1.6848 2.9498 0.022
O 1.5914 -1.4716 3.4920 -0.568
H 1.6453 -3.5951 3.3351 0.380
H 1.1106 -2.8542 1.2533 -0.196
H -0.5687 -3.2436 1.6303 0.405
H -0.3444 -1.9043 3.8632 0.413
H -0.1950 -0.8694 2.3580 -0.099
H 1.4823 -0.9473 4.2888 0.233
O -0.4590 2.0399 -0.2596 -0.594
C 0.7875 1.4572 0.1275 -0.403
C 1.0674 0.1893 -0.6907 -0.436
O 0.1774 -0.8470 -0.3392 -0.194
H -0.5112 2.9488 0.1718 0.099
H 1.6058 2.1036 -0.1116 0.446
H 0.7838 1.3702 1.2302 0.224
H 2.0834 -0.1154 -0.4826 0.502
H 0.8937 0.5224 -1.7421 0.144
H -0.6449 -0.7871 -0.8731 0.118
O -2.9014 1.1204 0.4684 -0.450
C -3.4155 -0.0607 0.0025 -0.210
C -3.3520 -0.0993 -1.5109 -0.733
O -2.0061 -0.1317 -1.8949 -0.334
H -2.0454 1.2990 0.0245 0.393
H -2.6926 -0.8068 0.3486 0.050
H -4.4336 -0.3058 0.2961 0.482
H -3.8640 0.7296 -1.9300 0.348
H -3.9239 -0.9932 -1.8197 0.379
H -1.7611 0.7765 -2.1655 0.332
C 4.5171 -0.0048 2.6744 -0.628
O 3.6634 -0.8466 1.8716 -0.446
H 4.6655 0.9695 2.1909 0.226
H 4.1575 0.0620 3.7571 0.234
H 5.5296 -0.5055 2.6875 0.226
H 2.9571 -1.2039 2.4394 0.461
C 0.7016 -2.4503 -4.6185 -0.545
O -0.2372 -1.4954 -4.1191 -0.482
H 0.1271 -3.3402 -4.9437 0.223
H 1.1018 -2.0304 -5.5024 0.314
H 1.4702 -2.6683 -3.9048 0.181
H -0.4079 -1.8099 -3.2220 0.180
C -0.2280 2.4983 -4.2126 -0.688
O -1.1281 1.4325 -3.7151 -0.507
H 0.7653 2.4253 -3.7704 0.247
H -0.2943 2.6223 -5.2517 0.349
H -0.7902 3.3828 -3.8477 0.236
H -0.7186 0.5733 -3.8686 0.306
C 2.5871 -3.7873 -1.2888 -0.754
O 1.5285 -2.8925 -1.6894 -0.362
H 2.3621 -4.6824 -1.8768 0.234
H 3.5979 -3.3967 -1.5587 0.244
H 2.7262 -3.9697 -0.2681 0.402
H 1.2331 -2.3587 -0.9452 0.221

Calculated relative energies: entry w 0.0678; entry x 0.0000, given in hartree